a:
Density functional theory data (ωB97M-V/def2-TZVPD) for a structure of composition C10H7NO2.

Structure (ORCA input):
```
! RIJCOSX wB97M-V def2-TZVPD def2/J DEFGRID3
* xyz 0 1
C -1.856 0.639 -0.199
C 0.975 1.029 0.141
H -3.454 -0.246 -0.310
H 0.835 3.080 0.748
N 3.266 -0.239 -0.282
H 3.316 -2.253 -0.288
C 2.585 -1.398 -0.212
H -1.110 -2.612 1.175
C -1.811 -1.653 0.365
O -3.038 -1.897 -0.260
C 0.083 2.167 0.227
H 2.900 1.744 -0.359
C 0.264 -0.305 0.141
H -2.002 2.719 -0.477
C 1.155 -1.443 0.003
C -1.211 -0.473 0.326
C -1.306 2.034 -0.071
C 2.476 0.794 -0.051
H 1.131 -2.504 -0.302
O -3.196 0.819 -0.314
*
```

For the HOMO energy, the calculation gives -9.128 eV. The HOMO-LUMO gap is 0.282 Ha. As for the LUMO energy: -1.5 eV.

Here are the Löwdin charges for atoms 1 to 6, given in e: -0.215, -0.114, 0.152, 0.191, 0.043, 0.123

---

b:
Density functional theory data (ωB97M-V/def2-TZVPD) for the molecule C10H7NO2.

Structure (ORCA input):
```
! RIJCOSX wB97M-V def2-TZVPD def2/J DEFGRID3
* xyz 0 1
C -0.711 -1.837 -0.330
H -2.846 -3.023 -0.517
N 1.614 2.477 0.374
C 1.754 -0.269 -0.116
H -4.378 -0.598 -0.037
C 0.092 -0.427 -0.085
O 3.601 -1.791 -1.284
H 3.633 1.283 0.038
C -3.202 -0.580 -0.040
O 2.341 -2.780 0.561
C 2.451 1.219 0.103
C -2.367 -1.965 -0.325
H -0.491 3.378 0.699
H -0.115 -2.839 -0.534
C -0.747 0.964 0.211
H -3.053 1.821 0.441
C 2.629 -1.634 -0.363
C -2.409 0.844 0.245
H 2.128 3.392 0.509
C 0.078 2.365 0.450
*
```

For the HOMO energy, the calculation gives -7.756 eV. The HOMO-LUMO gap is 0.193 Ha. As for the LUMO energy: -2.5 eV.

Here are the Löwdin charges for atoms 1 to 6, given in e: 0.031, 0.101, -0.003, 0.048, 0.092, -0.023

---

Quick one: least stable of them? b

---

a:
Density functional theory data (ωB97M-V/def2-TZVPD) for the molecule C4H4OSe.

Structure (ORCA input):
```
! RIJCOSX wB97M-V def2-TZVPD def2/J DEFGRID3
* xyz 0 1
H 2.327 -0.611 0.147
C 0.288 -1.463 0.235
H -3.433 1.700 -0.308
O -1.003 -1.260 0.028
Se -3.389 0.132 0.077
H 0.556 1.816 -0.086
C -1.526 -0.066 -0.160
H 0.490 -2.520 -0.033
C 0.730 0.837 0.242
C 1.210 -0.387 0.153
*
```

For the HOMO energy (alpha / beta), the calculation gives -7.053 / -7.057 eV. The HOMO-LUMO gap (alpha / beta) is 0.248 / 0.248 Ha. As for the LUMO energy (alpha / beta): -0.3 / -0.3 eV.

Here are the Löwdin charges for atoms 1 to 6, given in e: 0.141, -0.211, -0.072, -0.180, 0.762, 0.017

---

b:
Density functional theory data (ωB97M-V/def2-TZVPD) for the molecule C4H4OSe.

Structure (ORCA input):
```
! RIJCOSX wB97M-V def2-TZVPD def2/J DEFGRID3
* xyz 0 1
Se -2.803 0.173 0.074
C -0.851 -0.018 0.195
H 0.336 -2.026 -0.500
H 2.433 -0.316 -0.474
C 1.024 1.137 0.158
H 1.547 2.097 0.356
C 0.358 -0.941 -0.304
O -0.285 1.200 0.419
H -3.244 -1.190 0.227
C 1.485 -0.116 -0.151
*
```

For the HOMO energy, the calculation gives -7.822 eV. The HOMO-LUMO gap is 0.310 Ha. As for the SMILES: [SeH]c1ccco1. As for the LUMO energy: 0.6 eV.

Here are the Löwdin charges for atoms 1 to 6, given in e: 0.835, -0.545, 0.090, 0.074, -0.163, 0.136

---

Quick one: least stable of them? a

---

a:
Density functional theory data (ωB97M-V/def2-TZVPD) for a cluster of 2 separate species, C3H3N2O2 in total.

Structure (ORCA input):
```
! RIJCOSX wB97M-V def2-TZVPD def2/J DEFGRID3
* xyz -1 1
H -0.528 0.501 -2.072
O 1.655 1.454 2.367
H -1.799 -0.538 -1.564
H -1.696 1.094 -0.876
N -0.265 -2.037 0.132
C -1.041 0.091 -1.131
C 2.088 0.904 1.450
C -0.257 -0.425 0.095
N -1.147 -1.447 0.747
O 2.989 0.405 0.852
*
```

For the HOMO energy, the calculation gives -2.722 eV. The HOMO-LUMO gap is 0.239 Ha. As for the LUMO energy: 3.8 eV.

Here are the Löwdin charges for atoms 1 to 6, given in e: 0.036, 0.136, -0.004, 0.074, -0.068, -0.261

---

b:
Density functional theory data (ωB97M-V/def2-TZVPD) for a cluster of 2 separate species, C3H3N2O2 in total.

Structure (ORCA input):
```
! RIJCOSX wB97M-V def2-TZVPD def2/J DEFGRID3
* xyz -1 1
C 3.157 0.080 0.171
H 0.623 -1.861 -0.355
C -1.842 0.425 0.136
O 2.954 1.204 0.267
C -0.723 -0.398 -0.096
O 3.442 -0.979 -0.126
H -1.933 0.394 1.276
N 0.468 -0.802 -0.148
H -3.413 1.247 -0.319
N -2.733 0.691 -0.805
*
```

For the HOMO energy, the calculation gives -1.008 eV. The HOMO-LUMO gap is 0.158 Ha. As for the LUMO energy: 3.3 eV.

Here are the Löwdin charges for atoms 1 to 6, given in e: -0.515, 0.036, -0.466, 0.186, -0.264, 0.177

---

Quick one: least stable of them? a

---

a:
Density functional theory data (ωB97M-V/def2-TZVPD) for the ion CH3ClO2PS with charge -1.

Structure (ORCA input):
```
! RIJCOSX wB97M-V def2-TZVPD def2/J DEFGRID3
* xyz -1 1
P 1.238 -0.399 -0.599
O 0.704 -1.789 -0.731
H -1.199 -0.608 0.252
H -1.817 0.319 1.721
S 0.573 0.512 1.281
O 2.669 -0.081 -0.846
Cl 0.310 0.669 -2.074
C -1.201 0.291 0.855
H -1.277 1.087 0.141
*
```

For the HOMO energy, the calculation gives -5.001 eV. The HOMO-LUMO gap is 0.309 Ha. As for the SMILES: CS[P@@](=O)([O-])Cl. As for the LUMO energy: 3.4 eV.

Here are the Löwdin charges for atoms 1 to 6, given in e: -0.241, -0.471, -0.009, 0.005, 0.495, -0.488

---

b:
Density functional theory data (ωB97M-V/def2-TZVPD) for the ion CH3ClO2PS with charge -1.

Structure (ORCA input):
```
! RIJCOSX wB97M-V def2-TZVPD def2/J DEFGRID3
* xyz -1 1
H 0.201 -1.381 2.091
O -1.585 0.466 -1.722
H 1.336 -0.222 0.546
P -0.522 0.977 -0.840
C 0.426 -0.748 0.227
O 0.129 -1.823 1.236
Cl -1.479 1.873 0.754
H 0.643 -1.284 -0.700
S 0.852 2.142 -1.593
*
```

For the HOMO energy, the calculation gives -4.680 eV. The HOMO-LUMO gap is 0.302 Ha. As for the SMILES: [O-][P@@](=S)(Cl)CO. As for the LUMO energy: 3.5 eV.

Here are the Löwdin charges for atoms 1 to 6, given in e: 0.049, -0.538, 0.027, -0.295, -0.272, -0.165

---

Quick one: least stable of them? b

---

a:
Density functional theory data (ωB97M-V/def2-TZVPD) for a cluster of 2 separate species, C3H8N2O in total.

Structure (ORCA input):
```
! RIJCOSX wB97M-V def2-TZVPD def2/J DEFGRID3
* xyz 0 1
C -4.045 -0.244 1.467
H -3.946 0.520 0.711
H -4.779 -0.954 1.091
H 2.030 -0.761 -2.584
H 2.685 0.527 -3.501
O 3.935 1.571 -1.709
H 2.950 0.194 -0.594
N 2.416 0.167 -2.598
H -1.375 -1.736 2.746
C -2.299 -1.156 2.750
H -4.434 0.196 2.387
H -2.550 -0.797 3.758
C 3.160 0.656 -1.567
N -2.779 -0.933 1.619
*
```

For the HOMO energy, the calculation gives -9.690 eV. The HOMO-LUMO gap is 0.390 Ha. As for the SMILES: C=NC.NC=O. As for the LUMO energy: 0.9 eV.

Here are the Löwdin charges for atoms 1 to 6, given in e: -0.151, 0.066, 0.075, 0.089, 0.100, 0.011

---

b:
Density functional theory data (ωB97M-V/def2-TZVPD) for the molecule C3H8N2O.

Structure (ORCA input):
```
! RIJCOSX wB97M-V def2-TZVPD def2/J DEFGRID3
* xyz 0 1
H -0.408 1.601 0.652
N -0.635 1.007 -1.352
H -0.674 0.172 -1.933
H 1.155 -1.092 -0.466
H 2.760 -0.416 -0.830
O -0.262 -0.659 0.542
C -0.182 0.826 -0.074
H -1.569 -1.934 1.425
N 1.755 -0.356 -0.929
H 1.637 1.731 -1.071
C -1.353 -0.862 1.397
H -2.226 -0.295 1.044
C 1.105 0.820 -0.822
H -1.104 -0.543 2.418
*
```

For the HOMO energy, the calculation gives -7.957 eV. The HOMO-LUMO gap is 0.332 Ha. As for the SMILES: CO[C@@H]1N[C@@H]1N. As for the LUMO energy: 1.1 eV.

Here are the Löwdin charges for atoms 1 to 6, given in e: 0.139, 0.082, 0.074, 0.106, 0.098, -0.231

---

c:
Density functional theory data (ωB97M-V/def2-TZVPD) for the molecule C3H8N2O.

Structure (ORCA input):
```
! RIJCOSX wB97M-V def2-TZVPD def2/J DEFGRID3
* xyz 0 1
C 1.664 -0.173 0.331
N -0.819 0.118 0.168
H -1.412 -0.783 -1.668
H -1.901 0.922 -1.485
C -1.746 -0.032 -0.957
C 0.509 0.640 -0.231
H 0.594 0.641 -1.312
N 1.374 -0.831 1.477
H -2.714 -0.282 -0.538
H -1.230 0.749 0.841
H 0.550 1.691 0.058
O 2.703 -0.244 -0.284
H 2.038 -1.384 1.989
H 0.391 -1.031 1.611
*
```

For the HOMO energy, the calculation gives -9.154 eV. The HOMO-LUMO gap is 0.369 Ha. As for the SMILES: CNCC(N)=O. As for the LUMO energy: 0.9 eV.

Here are the Löwdin charges for atoms 1 to 6, given in e: -0.551, -0.141, 0.081, 0.078, -0.130, -0.138

---

d:
Density functional theory data (ωB97M-V/def2-TZVPD) for the molecule C3H8N2O.

Structure (ORCA input):
```
! RIJCOSX wB97M-V def2-TZVPD def2/J DEFGRID3
* xyz 0 1
H 0.307 -1.765 -1.214
C 0.651 -1.783 -0.175
H 1.468 0.383 -0.345
H -1.835 1.741 -1.052
C -0.624 0.701 0.380
H -0.196 1.599 -1.575
H -0.587 2.741 -0.266
C -0.808 1.759 -0.687
O -1.577 0.358 1.060
H 1.638 -2.213 -0.078
H -0.094 -2.302 0.416
N 0.888 -0.418 1.450
H 0.113 -0.710 2.047
N 0.655 -0.089 0.039
*
```

For the HOMO energy (alpha / beta), the calculation gives -6.502 / -6.499 eV. The HOMO-LUMO gap (alpha / beta) is 0.250 / 0.250 Ha. As for the LUMO energy (alpha / beta): 0.3 / 0.3 eV.

Here are the Löwdin charges for atoms 1 to 6, given in e: 0.052, 0.017, 0.148, 0.089, -0.409, 0.074

---

Quick one: least stable of them? d

---

a:
Density functional theory data (ωB97M-V/def2-TZVPD) for the molecule C3H8N2O.

Structure (ORCA input):
```
! RIJCOSX wB97M-V def2-TZVPD def2/J DEFGRID3
* xyz 0 1
C -0.555 1.096 0.749
H -0.974 0.887 2.735
N -0.598 1.593 2.117
H -0.083 -0.982 1.218
H -1.580 0.894 0.418
H 2.187 -1.256 -0.888
N 1.333 -1.202 -1.415
C 0.281 -0.179 0.546
H 0.338 1.812 2.445
H 1.338 -0.012 0.816
O -0.866 -0.693 -1.494
H 1.274 -1.650 -2.320
C 0.180 -0.715 -0.876
H -0.160 1.900 0.098
*
```

For the HOMO energy, the calculation gives -9.331 eV. The HOMO-LUMO gap is 0.373 Ha. As for the SMILES: NCCC(N)=O. As for the LUMO energy: 0.8 eV.

Here are the Löwdin charges for atoms 1 to 6, given in e: -0.291, 0.061, -0.017, 0.127, 0.113, 0.094

---

b:
Density functional theory data (ωB97M-V/def2-TZVPD) for the molecule C3H8N2O.

Structure (ORCA input):
```
! RIJCOSX wB97M-V def2-TZVPD def2/J DEFGRID3
* xyz 0 1
H -0.996 -0.316 -2.184
H 1.045 0.973 -1.868
H 2.475 -1.095 0.989
N -1.282 -0.114 0.895
C -0.384 -0.025 -0.141
C -0.877 0.508 -1.478
H 0.898 -1.660 1.533
N 0.878 -0.305 -0.096
O 0.179 1.413 -1.992
H -0.887 -0.107 1.827
H -2.125 0.442 0.816
H -1.807 1.071 -1.376
H 1.443 0.000 1.919
C 1.439 -0.785 1.155
*
```

For the HOMO energy, the calculation gives -9.239 eV. The HOMO-LUMO gap is 0.372 Ha. As for the SMILES: C/N=C(\N)CO. As for the LUMO energy: 0.9 eV.

Here are the Löwdin charges for atoms 1 to 6, given in e: 0.114, 0.069, 0.068, 0.137, -0.422, -0.147

---

Quick one: least stable of them? b